Entry 1:
Computed, not measured: a cluster of 2 separate species, C3H12N2O2 in total at a distorted geometry, with ωB97M-V with the def2-TZVPD basis set.

Element x y z (Å)
N: 1.63835 0.51597 1.20150
C: 0.66915 -0.34501 0.44886
C: -0.65459 0.40812 0.18799
O: -1.58300 -0.12177 -0.74218
C: 1.22317 -1.13573 -0.72747
N: 2.62708 -1.42313 -0.62846
H: 2.52955 0.62917 0.74693
H: 1.43594 0.32317 2.17376
H: 0.43618 -0.90932 1.38248
H: -1.16395 0.42755 1.15432
H: -0.47943 1.45095 -0.07969
H: -1.94845 0.55472 -1.30886
H: 0.67664 -2.03460 -1.01256
H: 1.10819 -0.35659 -1.51169
H: 3.04824 -1.61912 -1.53691
H: 3.28856 -0.70350 -0.35231
H: -4.48637 2.19038 0.44795
H: -3.93308 0.72143 0.27788
O: -4.43217 1.42732 -0.12156

Calculated values
total charge = +1
orbital gap (alpha / beta) = 10.7 / 5.2 eV
<S²> = 0.7558
ΔE to the lowest compared entry with this formula, charge and spin = 73.9 kcal per mole
multiplicity = 2

=====

Entry 2:
Computed, not measured: a structure of composition C28H36CdN3OSSb2 at a distorted geometry, with ωB97M-V with the def2-TZVPD basis set.

Element x y z (Å)
Cd: 0.44185 0.64424 -1.05066
C: -0.98498 -3.52669 1.57940
Sb: -1.20621 -1.96838 0.08890
C: -1.86090 -3.36694 -1.44953
C: -3.28375 -1.42035 0.69108
C: -3.46749 -1.63837 2.13728
C: -3.90938 -2.88726 2.56864
C: -3.97715 -3.21539 3.90779
C: -3.60135 -2.28165 4.85742
C: -3.21963 -1.01788 4.45057
C: -3.15846 -0.66788 3.10432
C: -2.81060 0.72613 2.74992
Sb: -0.71342 1.02704 2.13018
C: 0.03464 0.95675 4.17924
C: -0.96527 3.19268 2.17351
H: -1.78992 -4.24861 1.50723
H: -0.99754 -3.07936 2.56614
H: -0.03581 -4.02641 1.42382
H: -2.47405 -4.15554 -1.02391
H: -0.98064 -3.80478 -1.90874
H: -2.42580 -2.83416 -2.20780
H: -3.93570 -2.06932 0.10994
H: -3.43515 -0.38830 0.38044
H: -4.20286 -3.61386 1.82488
H: -4.30804 -4.19749 4.21022
H: -3.61691 -2.53011 5.90808
H: -2.96609 -0.27174 5.19108
H: -2.94697 1.37940 3.61099
H: -3.42541 1.09373 1.92853
H: -0.67843 1.41935 4.85124
H: 0.97861 1.48817 4.24572
H: 0.18293 -0.07715 4.47207
H: -1.53868 3.50307 3.04072
H: -1.47887 3.51026 1.27062
H: 0.00853 3.67083 2.20345
O: 1.81853 -0.47938 0.63424
N: 2.97464 0.02780 0.90872
C: 3.92981 0.15840 -0.04614
C: 5.12835 0.76499 0.23288
C: 5.39172 1.24648 1.51304
C: 4.41277 1.07182 2.48892
C: 3.22909 0.46398 2.16640
H: 3.67511 -0.23945 -1.01913
H: 5.86717 0.86165 -0.54644
H: 6.32774 1.72091 1.74739
H: 4.57840 1.41165 3.49932
H: 2.42644 0.29350 2.86626
C: 1.54437 2.53589 -1.11993
C: 1.33410 3.08251 -2.47082
C: 2.25959 2.85700 -3.49358
C: 2.04790 3.33993 -4.76951
C: 0.90264 4.06200 -5.06017
C: -0.01893 4.31246 -4.05520
C: 0.19297 3.83171 -2.77853
H: 1.14820 3.20414 -0.35278
H: 2.60604 2.36283 -0.92880
H: 3.16129 2.29324 -3.28444
H: 2.77831 3.14672 -5.54392
H: 0.73688 4.43708 -6.05934
H: -0.91260 4.88243 -4.27513
H: -0.53501 4.03151 -1.99884
S: -1.48986 0.12877 -2.83245
C: -0.29227 -0.94046 -3.36237
N: -0.57867 -1.70146 -4.46958
C: 0.35141 -2.59613 -4.98348
C: 1.54729 -2.71785 -4.33315
C: 1.77558 -1.95266 -3.19232
N: 0.85610 -1.05715 -2.72772
H: -1.47553 -1.57788 -4.91100
H: 0.06992 -3.14744 -5.86236
H: 2.30089 -3.39784 -4.69143
H: 2.67851 -2.04570 -2.61143

Calculated values
orbital gap (alpha / beta) = 5.1 / 6.8 eV
<S²> = 0.7697
ΔE to the lowest compared entry with this formula, charge and spin = 10.8 kcal per mole
multiplicity = 2

=====

Entry 3:
Computed, not measured: a structure of composition C20H25Cl3FIN7O7Ta, with ωB97M-V with the def2-TZVPD basis set.

Element x y z (Å)
Ta: -0.04830 0.43537 0.76158
O: -4.10622 -2.00816 -0.28630
C: -3.17374 -1.44863 0.45241
O: -2.03531 -1.25697 0.04595
C: -3.67602 -1.16025 1.85626
O: -2.99945 -0.11402 2.49414
C: -3.53513 1.17560 2.23182
C: -2.94915 1.79384 0.97562
O: -3.53077 2.59077 0.30202
O: -1.70474 1.39008 0.68819
H: -3.77128 -2.23294 -1.16915
H: -4.75491 -0.99909 1.82241
H: -3.49599 -2.07178 2.43302
H: -4.62098 1.15774 2.14291
H: -3.26433 1.81471 3.07311
C: 0.06396 -3.78882 -1.61125
N: 1.19558 -3.56273 -0.70934
C: 2.17451 -4.65182 -0.61313
C: 1.32858 -2.42741 -0.03082
N: 0.61210 -1.34234 -0.28057
N: 2.27512 -2.41542 0.96118
C: 2.62776 -1.31061 1.70780
N: 3.67825 -1.48278 2.51771
N: 1.95620 -0.21043 1.60283
H: -0.20024 -4.84279 -1.56759
H: 0.32117 -3.53317 -2.64036
H: -0.80510 -3.21883 -1.28866
H: 2.08346 -5.26874 -1.50204
H: 1.99111 -5.28368 0.25887
H: 3.19230 -4.26358 -0.59798
H: 0.01632 -1.50346 -1.08264
H: 2.70895 -3.29219 1.19894
H: 4.23060 -2.32313 2.52064
H: 3.93334 -0.76507 3.17572
H: 2.30687 0.49614 2.24177
F: 1.92134 4.78455 -4.54378
C: 1.73948 4.19286 -3.35952
C: 0.52490 4.33877 -2.71584
C: 0.33586 3.70720 -1.49704
C: 1.34760 2.93915 -0.92421
C: 1.13462 2.22195 0.37734
C: 2.57392 2.84833 -1.58226
C: 2.77812 3.46492 -2.80754
H: -0.25043 4.94352 -3.16771
H: -0.61411 3.81799 -0.98508
H: 0.60908 2.89178 1.07290
H: 2.11959 2.05186 0.81663
H: 3.39186 2.29911 -1.12603
H: 3.72778 3.41045 -3.32278
I: -2.59347 2.08233 -4.92756
C: -1.29831 1.35890 -3.49917
C: 0.02620 1.01541 -3.66301
N: 0.47987 0.60506 -2.47103
N: -0.47036 0.71337 -1.51076
C: -1.55821 1.16741 -2.14462
H: 0.66617 1.04602 -4.53025
H: 1.44609 0.48329 -2.21191
H: -2.47632 1.36353 -1.61706
Cl: -0.49223 -1.88051 2.78977
C: -0.46438 -0.80193 4.24490
Cl: -1.66125 -1.33752 5.37742
Cl: 1.15212 -0.85324 4.96314
C: -0.71038 0.66899 3.77833
O: -1.34347 1.42171 4.44043
O: -0.06617 0.95937 2.66120

Calculated values
total charge = +2
orbital gap = 6.9 eV
ΔE to the lowest compared entry with this formula, charge and spin = 22.8 kcal per mole

=====

Entry 4:
Computed, not measured: a cluster of 13 separate species, F6H24O12P in total at a distorted geometry, with ωB97M-V with the def2-TZVPD basis set.

Element x y z (Å)
P: -0.47637 -0.01586 0.24882
F: 1.04542 0.55759 0.30698
F: -0.66749 0.15381 1.83426
F: -1.06933 1.48658 -0.00679
F: -1.92549 -0.67691 0.12888
F: -0.42826 -0.13829 -1.39667
F: 0.28851 -1.45065 0.38174
O: 4.11168 0.79148 -1.75571
H: 4.08771 0.49977 -2.67280
H: 3.65921 0.08995 -1.25896
O: -4.04798 -1.48259 2.16811
H: -4.93984 -1.17534 2.35170
H: -3.74636 -0.93395 1.43450
O: 3.24666 -1.03305 0.31777
H: 3.34583 -0.94980 1.26939
H: 2.30583 -0.85640 0.15493
O: -0.92417 -3.73349 -0.66786
H: -1.69725 -3.59923 -0.11189
H: -0.18798 -3.40440 -0.14133
O: 0.37882 -2.61219 -3.09986
H: 0.68855 -3.39229 -2.63144
H: 0.11919 -2.00539 -2.39584
O: 0.14622 -2.15482 3.81521
H: -0.80695 -2.18005 3.94779
H: 0.31485 -1.25104 3.52813
O: -3.06362 2.41022 1.88457
H: -2.60526 3.07853 2.39987
H: -2.36219 1.84776 1.52857
O: 0.22411 3.69660 1.14195
H: -0.04472 3.70303 2.06437
H: -0.00789 2.80239 0.83557
O: -3.04972 1.67012 -1.99610
H: -2.73313 0.83507 -2.35384
H: -2.32868 1.95706 -1.41865
O: -0.10742 4.30103 -1.68307
H: -0.08698 3.83891 -0.83609
H: 0.55685 3.83247 -2.21450
O: 1.98782 -3.84298 0.62318
H: 2.83876 -4.25632 0.78999
H: 1.91951 -3.14950 1.28745
O: 2.04582 2.63583 -2.53442
H: 2.43371 1.90363 -2.02170
H: 1.56197 2.20270 -3.24621

Calculated values
total charge = -1
orbital gap = 10.2 eV
ΔE to the lowest compared entry with this formula, charge and spin = 26.5 kcal per mole

=====

Entry 5:
Computed, not measured: the molecule C18H22N2O3S at a distorted geometry, with ωB97M-V with the def2-TZVPD basis set.

Element x y z (Å)
C: -7.63170 -1.38446 0.30595
C: -6.11306 -1.31950 0.27794
O: -5.74392 0.03417 0.10509
C: -4.40918 0.34711 0.02483
C: -3.36131 -0.54189 0.11757
C: -2.03138 -0.10264 0.01088
C: -0.99225 -1.09542 0.10997
C: 0.33912 -0.99644 -0.03657
S: 1.32508 0.38755 -0.41554
C: 2.76724 -0.68952 -0.37975
N: 3.96648 -0.20191 -0.64346
C: 5.12856 -1.07011 -0.56775
C: 6.31861 -0.30165 0.01253
C: 5.81085 0.70356 1.04195
C: 4.96924 1.79528 0.36230
C: 3.96920 2.39456 1.34587
C: 4.24929 1.19231 -0.86222
N: 2.53124 -1.92245 -0.10213
C: 1.21805 -2.21409 0.11268
O: 0.77340 -3.30343 0.38869
C: -1.79087 1.25708 -0.18227
C: -2.83642 2.15473 -0.26871
C: -4.14755 1.71815 -0.16986
O: -5.17162 2.60018 -0.25834
H: -8.01628 -0.78483 1.12684
H: -7.95234 -2.41365 0.43708
H: -8.03915 -1.00119 -0.62599
H: -5.72096 -1.92216 -0.55232
H: -5.69738 -1.70280 1.21954
H: -3.54531 -1.59403 0.26913
H: -1.32429 -2.10500 0.33224
H: 5.36088 -1.45362 -1.56801
H: 4.85747 -1.91707 0.06523
H: 7.00798 -1.00789 0.47466
H: 6.86097 0.22519 -0.77470
H: 6.64561 1.15797 1.57591
H: 5.19648 0.17361 1.77302
H: 5.63013 2.59075 0.00392
H: 3.24941 1.64286 1.66170
H: 3.42544 3.21797 0.88906
H: 4.48441 2.76897 2.22731
H: 4.88312 1.26877 -1.75146
H: 3.31963 1.72776 -1.05883
H: -0.77916 1.62130 -0.25975
H: -2.65611 3.20745 -0.41514
H: -5.99784 2.10415 -0.16707

Calculated values
orbital gap = 7.9 eV
SMILES = CCOc1cc(/C=C2\SC(N3CCC[C@H](C)C3)=NC2=O)ccc1O
ΔE to the lowest compared entry with this formula, charge and spin = 28.4 kcal per mole

=====

Entry 6:
Computed, not measured: the ion C3H6ClN2O with charge +1 at a distorted geometry, with ωB97M-V with the def2-TZVPD basis set.

Element x y z (Å)
Cl: -3.15950 -0.13298 -0.50684
C: -2.06352 0.20742 0.85435
N: -0.72297 0.15131 0.44381
C: -0.06987 -0.92175 -0.27210
N: 0.98753 -0.51997 -0.89810
C: 1.08229 0.95296 -0.59180
O: 0.00329 1.33536 0.23198
H: -2.27391 1.26245 1.13356
H: -2.27714 -0.56038 1.71969
H: -0.51693 -1.82154 -0.29472
H: 1.61204 -1.18913 -1.41056
H: 1.98160 1.34865 -0.07577
H: 1.23971 1.60416 -1.47812

Calculated values
total charge = +1
orbital gap = 9.3 eV
SMILES = ClCN1C=[NH+]CO1
ΔE to the lowest compared entry with this formula, charge and spin = 95.0 kcal per mole